A:
Here is a structure of composition C5H9ClO2S from the Open Molecules 2025 dataset. Energies are from ωB97M-V with the def2-TZVPD basis set.

The calculation puts the frontier orbital gap at 9.34 eV. For the HOMO energy, the calculation gives -9.7 eV.

```
18
Properties=species:S:1:pos:R:3:mulliken_charge:R:1
C 0.2167 2.7177 -3.0694 -0.547
C -0.4509 1.6104 -2.9346 -0.047
C -0.8653 -2.0082 1.9410 -0.978
C 1.5190 -1.2402 1.9861 -0.995
C 0.0914 -1.2040 2.4376 0.223
O -0.5854 1.2058 0.5223 -0.380
O -0.4347 -0.6845 -0.9622 -0.386
S -1.2850 0.1134 -0.1069 0.688
Cl -2.0336 1.6767 -2.2944 -0.204
H -0.1662 3.7262 -2.9112 0.251
H 1.1250 2.7934 -3.6896 0.244
H -0.6227 -2.8632 1.2207 0.207
H -0.1134 0.6442 -3.2584 0.364
H -1.8682 -2.0496 2.2495 0.370
H 2.0790 -1.7646 2.6355 0.434
H 1.9307 -0.2440 1.8759 0.270
H 1.5496 -1.8172 0.9911 0.225
H -0.0859 -0.6124 3.3671 0.261
```

B:
Here is a cluster of 3 separate species, C5H9ClO2S in total from the Open Molecules 2025 dataset. Energies are from ωB97M-V with the def2-TZVPD basis set.

The calculation puts the frontier orbital gap at 9.65 eV. For the HOMO energy, the calculation gives -9.7 eV.

```
18
Properties=species:S:1:pos:R:3:mulliken_charge:R:1
C -1.6365 3.6560 -2.7142 -0.590
C -0.6831 3.1759 -1.9537 0.019
C 2.0456 -1.5770 1.1091 -0.639
C -0.0539 -2.8613 1.7142 -0.997
C 0.9997 -1.8145 1.8827 -0.156
O 0.6636 -0.2568 -1.0804 -0.390
O -1.4584 -0.3639 0.0552 -0.437
S -0.0691 0.0986 0.0614 0.742
Cl -0.9646 2.8589 -0.2677 -0.207
H -2.6131 3.8824 -2.4206 0.292
H -1.3263 3.7598 -3.7602 0.211
H 2.3752 -2.1940 0.2305 0.212
H 0.3128 3.0218 -2.3551 0.336
H 2.7248 -0.8404 1.4142 0.339
H 0.3741 -3.7475 2.0489 0.354
H -0.6037 -2.9273 0.8264 0.325
H -0.9490 -2.5880 2.3643 0.308
H 0.8619 -1.2826 2.8451 0.278
```

Result of the stability comparison: A is the most stable of them.

A:
Here is the molecule C9H11NO4S from the Open Molecules 2025 dataset. Energies are from ωB97M-V with the def2-TZVPD basis set.

The calculation puts the frontier orbital gap (alpha / beta) at 7.75 / 7.74 eV. For the HOMO energy (alpha / beta), the calculation gives -9.0 / -9.0 eV.

```
26
Properties=species:S:1:pos:R:3:mulliken_charge:R:1
C 2.0060 0.0899 0.2194 0.410
C 1.2635 1.2765 1.0197 0.108
C -2.1247 -0.4349 -1.8434 0.500
C -0.3433 1.1744 -1.8971 -1.285
C 1.0641 -1.1232 -0.0918 0.115
C -0.6038 -0.2197 -1.5963 0.449
C -0.2167 1.2518 0.8043 0.978
C 1.3088 -2.0846 1.0779 -1.577
C -0.9312 1.2565 2.1494 -1.359
N -0.2037 -0.6988 -0.3072 -0.677
O -2.5920 -1.1463 -0.8522 -0.565
O 3.1216 0.2514 -0.2796 -0.553
O 1.8885 2.0317 1.6777 -0.474
O -2.7296 0.0262 -2.7747 -0.596
S -0.9996 2.2089 -0.4925 -0.134
H 0.6606 1.4573 -1.9819 0.482
H -0.8417 1.4742 -2.7822 0.617
H 1.4158 -1.6004 -0.9443 0.483
H -0.1364 -0.9205 -2.4555 0.341
H 0.8885 -1.7403 1.9091 0.358
H 2.3906 -2.0844 1.0698 0.435
H 0.9192 -3.0083 0.7237 0.385
H -1.9990 1.6389 2.1661 0.363
H -0.4290 1.7927 2.9605 0.393
H -0.9204 0.2154 2.5896 0.295
H -1.8559 -1.0844 -0.0684 0.506
```

B:
Here is a structure of composition C9H11NO4S from the Open Molecules 2025 dataset. Energies are from ωB97M-V with the def2-TZVPD basis set.

The calculation puts the frontier orbital gap at 8.86 eV. For the HOMO energy, the calculation gives -8.5 eV.

```
26
Properties=species:S:1:pos:R:3:mulliken_charge:R:1
C 3.3490 -0.4545 1.5862 -0.555
C 3.3543 0.4375 0.5319 -0.450
C 2.1118 -0.6520 2.1952 -0.562
C 2.1841 0.9695 0.0585 -0.537
C 0.8363 -0.2082 1.7713 -0.580
C 0.9408 0.6189 0.6166 0.779
C -0.2747 1.3103 0.1365 0.206
C -3.0484 0.7799 -0.2952 -1.720
C -1.7264 0.0615 -0.3751 0.454
N -1.7215 -1.0599 0.3930 -0.489
O 0.2729 0.4095 -2.2522 -0.537
O -0.5694 2.4588 -0.0468 -0.521
O -2.0312 0.0767 -3.0944 -0.681
O -1.0603 -1.8444 -2.1745 -0.564
S -1.0550 -0.1786 -2.1023 1.280
H 4.3152 -0.8046 1.9915 0.344
H 4.2321 0.7994 0.1163 0.444
H 2.1590 -1.1392 3.1066 0.420
H 2.2120 1.6505 -0.7866 0.374
H -0.0596 -0.5353 2.1891 0.669
H -3.3317 0.8006 0.7647 0.379
H -3.6035 0.2106 -0.9761 0.554
H -2.8086 1.6571 -0.8514 0.407
H -1.1344 -2.2312 -3.0567 0.338
H -2.6597 -1.5313 0.2531 0.292
H -0.8832 -1.6016 0.3009 0.256
```

C:
Here is the molecule C9H11NO4S from the Open Molecules 2025 dataset. Energies are from ωB97M-V with the def2-TZVPD basis set.

The calculation puts the frontier orbital gap (alpha / beta) at 7.20 / 7.87 eV. For the HOMO energy (alpha / beta), the calculation gives -8.6 / -9.7 eV.

```
26
Properties=species:S:1:pos:R:3:mulliken_charge:R:1
C 2.1233 0.0125 -0.6692 -0.166
C 1.2988 0.5349 1.6066 -0.282
C 1.2110 -0.9646 -0.8030 -0.837
C 0.4237 -0.4689 1.4780 -0.727
C 2.2624 0.8407 0.5289 0.021
C -0.8636 -2.0835 -0.1065 -0.701
C -2.0853 -1.5141 0.6278 -1.046
C 0.3428 -1.2170 0.2363 0.695
C 0.3713 2.8375 -0.7437 -0.886
N -0.9440 0.8769 -0.5812 -0.287
O 3.0084 1.7919 0.4343 -0.611
O -3.4364 0.5559 -0.4177 -0.643
O -2.2635 0.9066 1.7716 -0.599
O -0.1156 1.7254 0.0700 0.148
S -2.2830 0.3483 0.3884 1.153
H 2.8275 0.1805 -1.5458 0.348
H 1.2133 1.1884 2.4983 0.331
H 1.0361 -1.4725 -1.6611 0.555
H -0.3226 -0.6405 2.1309 0.644
H -0.7352 -3.0506 0.2006 0.537
H -1.1051 -2.2547 -1.2407 0.331
H -2.8740 -2.0925 0.1749 0.422
H -2.1102 -1.5664 1.6458 0.529
H 0.5010 2.3790 -1.6584 0.400
H 1.1282 3.1083 -0.1161 0.375
H -0.3625 3.5231 -0.6656 0.295
```

Result of the stability comparison: B is the most stable of them.

A:
Here is a cluster of 6 separate species, C26H30N6 in total from the Open Molecules 2025 dataset. Energies are from ωB97M-V with the def2-TZVPD basis set.

The SMILES is c1cc[nH]c1.c1cc[nH]c1.c1cc[nH]c1.c1cc[nH]c1.c1ccncc1.c1ccncc1. The calculation puts the frontier orbital gap at 7.20 eV. For the HOMO energy, the calculation gives -7.2 eV.

```
62
Properties=species:S:1:pos:R:3:mulliken_charge:R:1
C -1.3815 16.8045 14.0847 1.159
C -2.7608 16.4689 14.2123 -1.044
C -2.7318 15.2616 15.0184 0.407
N -1.3695 14.9252 15.3877 0.552
C -0.6266 15.9550 14.9083 -2.158
H -1.0945 17.6504 13.4776 -0.902
H -3.6835 16.7115 13.7061 0.841
H -3.4361 14.4464 15.0944 -0.629
H -0.9252 14.1742 15.8964 0.307
H 0.4403 15.8559 15.0438 0.654
C 0.8210 16.3693 12.5840 0.030
C 1.8579 15.7889 11.8387 -1.436
C 2.6401 16.8308 11.3767 -0.378
N 2.1043 18.0315 11.8243 -0.032
C 0.9828 17.8028 12.5874 -1.008
H -0.0080 15.9145 13.1059 0.978
H 2.0186 14.7285 11.7120 0.419
H 3.5623 16.8946 10.8181 0.416
H 2.4525 18.9310 11.5244 0.223
H 0.3757 18.6106 12.9687 1.076
C -1.9227 11.1428 16.3633 -0.709
C -2.2960 11.3894 17.6847 -0.965
C -2.8610 12.6362 17.6085 0.126
N -2.5230 13.3159 16.4718 -0.390
C -1.9208 12.3542 15.6930 -0.504
H -1.5587 10.1978 15.9879 0.458
H -2.5759 10.6961 18.4641 0.380
H -3.4079 13.1781 18.3660 -0.243
H -2.8904 14.2180 16.2046 0.912
H -1.6329 12.4635 14.6579 0.379
C -6.2004 15.4979 13.7714 -0.370
C -5.1836 14.6493 13.5307 -0.841
C -4.9583 13.9037 14.6904 0.212
N -5.8761 14.2893 15.6138 -0.128
C -6.6081 15.2967 15.0758 -0.635
H -6.5297 16.3347 13.1732 0.419
H -4.4806 14.6390 12.7109 0.521
H -4.1874 13.1503 14.7575 0.756
H -6.0235 14.0394 16.5812 0.356
H -7.2086 15.8822 15.7561 0.402
C -4.3531 14.4082 17.8059 -1.204
C -3.8507 14.7796 19.0888 -0.946
C -2.8854 15.8154 19.0671 -0.618
N -2.5007 16.5945 18.0482 -0.836
C -3.1763 16.2515 16.8658 0.594
C -4.0623 15.2223 16.7316 -0.013
H -4.9687 13.5212 17.7790 0.384
H -3.9772 14.1661 19.9686 0.466
H -2.4016 16.1012 19.9894 0.451
H -3.0793 16.9287 16.0301 0.941
H -4.5841 15.1260 15.7909 1.064
C -1.6281 19.0930 12.1012 -0.393
C -1.2874 20.2848 11.4391 -0.682
C -1.4719 21.4867 12.0682 -0.246
N -1.9402 21.5921 13.3308 -0.678
C -2.3596 20.4613 13.9905 -0.608
C -2.2698 19.2716 13.3048 0.737
H -1.5566 18.1033 11.6747 0.709
H -0.9331 20.2401 10.4199 0.411
H -1.1271 22.4030 11.6122 0.384
H -2.6712 20.5635 15.0196 0.450
H -2.4220 18.4062 13.9327 0.021
```

B:
Here is a cluster of 6 separate species, C26H30N6 in total from the Open Molecules 2025 dataset. Energies are from ωB97M-V with the def2-TZVPD basis set.

The SMILES is c1cc[nH]c1.c1cc[nH]c1.c1cc[nH]c1.c1cc[nH]c1.c1ccncc1.c1ccncc1. The calculation puts the frontier orbital gap at 8.77 eV. For the HOMO energy, the calculation gives -8.2 eV.

```
62
Properties=species:S:1:pos:R:3:mulliken_charge:R:1
C 15.4998 -17.8464 -6.7425 -0.339
C 16.4072 -18.6592 -7.4722 -0.294
C 16.5487 -19.7347 -6.6780 -0.492
N 15.7796 -19.6459 -5.5173 -0.037
C 15.0122 -18.5010 -5.6115 -0.511
H 15.1094 -16.9267 -7.1525 0.357
H 16.8818 -18.4257 -8.4138 0.382
H 17.2320 -20.5549 -6.8415 0.361
H 15.8625 -20.1737 -4.6602 0.233
H 14.4575 -18.1200 -4.7668 0.339
C 27.7220 -25.0172 -4.7035 -0.549
C 28.2787 -24.7355 -3.4409 -0.372
C 27.4960 -25.3762 -2.5126 -0.373
N 26.3653 -25.8225 -3.1023 -0.045
C 26.4169 -25.5225 -4.4708 -0.336
H 28.0472 -24.5831 -5.6374 0.352
H 29.1368 -24.1157 -3.2266 0.367
H 27.4580 -25.5416 -1.4460 0.366
H 25.5164 -26.0839 -2.6214 0.229
H 25.5766 -25.7810 -5.0980 0.363
C 28.8241 -19.9414 -17.7190 -0.483
C 29.1764 -20.8235 -18.7313 -0.319
C 29.2612 -20.1087 -19.9145 -0.402
N 29.2612 -18.8597 -19.5752 -0.031
C 29.0762 -18.6347 -18.2179 -0.459
H 28.6805 -20.3300 -16.7216 0.364
H 29.3086 -21.8930 -18.6604 0.370
H 29.6172 -20.3871 -20.8954 0.345
H 29.6866 -18.2127 -20.2237 0.247
H 29.0439 -17.6350 -17.8106 0.369
C 30.2464 -15.0217 -6.2463 -0.301
C 29.6542 -16.2078 -6.8195 -0.487
C 28.3439 -15.9191 -7.1112 -0.399
N 28.0463 -14.6649 -6.6147 -0.031
C 29.2249 -14.0635 -6.2214 -0.466
H 31.2682 -14.8626 -5.9347 0.379
H 30.0504 -17.2113 -6.7717 0.349
H 27.5075 -16.5233 -7.4302 0.386
H 27.1703 -14.2025 -6.4175 0.228
H 29.2617 -13.1014 -5.7321 0.342
C 21.9034 -20.6915 -10.7674 -0.154
C 22.7365 -20.8922 -9.6895 -0.444
C 24.1075 -20.7641 -9.9130 -0.112
N 24.6409 -20.3578 -11.0580 -0.536
C 23.7910 -20.1036 -12.0822 -0.190
C 22.4056 -20.2764 -11.9936 -0.375
H 20.8442 -20.8914 -10.7003 0.357
H 22.4142 -21.2465 -8.7214 0.349
H 24.8663 -20.8315 -9.1474 0.385
H 24.2112 -19.5958 -12.9377 0.368
H 21.7501 -20.1736 -12.8457 0.352
C 32.3643 -20.0127 -12.6937 -0.220
C 32.2270 -20.3829 -11.3672 -0.353
C 33.2225 -21.1024 -10.7766 -0.106
N 34.3437 -21.4940 -11.3977 -0.588
C 34.5820 -21.0964 -12.6729 -0.100
C 33.6275 -20.3513 -13.3114 -0.379
H 31.5763 -19.5300 -13.2527 0.398
H 31.2673 -20.2621 -10.8868 0.341
H 33.0514 -21.4715 -9.7761 0.338
H 35.4708 -21.3697 -13.2223 0.345
H 33.6697 -20.2835 -14.3885 0.322
```

Result of the stability comparison: B is the most stable of them.